ORCA calculation (ωB97M-V with the def2-TZVPD basis set) on a single C4H5NOS molecule.

Its spin multiplicity is 3. As for the expectation value of S²: 2.01. The value obtained for the LUMO energy (alpha / beta) is 0.8 / -2.5 eV. The value obtained for the energy above the lowest of the compared OMol25 structures with the same formula, charge and spin is 518.8 kJ/mol. For the HOMO energy (alpha / beta), the calculation gives -5.150 / -9.358 eV. The total energy comes out at -18593.3844 eV.

Each line ends with the Mulliken spin population.
Cartesian coordinates (Å):
C: 0.539 -0.816 1.760  -0.006
C: 1.865 1.153 0.173  0.577
C: -0.288 -0.994 0.774  0.099
C: -1.120 -1.172 -0.204  -0.018
N: 0.709 1.309 -0.320  0.718
O: 0.550 2.148 -1.497  0.115
S: 2.118 0.024 1.505  0.463
H: 0.175 -0.832 2.795  0.009
H: 2.817 1.654 -0.073  0.018
H: -1.724 -0.367 -0.544  0.010
H: -0.095 1.901 -2.159  0.005
H: -1.070 -2.091 -0.740  0.010

Cartesian forces, eV/Å:
C 0.8 1.2 0.4
C 8.5 -0.9 2.8
C -0.4 -0.1 -0.4
C 0.9 -0.3 0.5
N -9.6 1.8 -3.5
O 3.2 -0.3 1.5
S -1.5 0.2 -1.0
H 0.5 -0.4 -0.3
H -0.7 0.0 0.1
H -0.4 0.5 -0.3
H -0.8 -1.1 0.5
H -0.4 -0.7 -0.3